{
  "formula": "C24H70O14",
  "method": "ωB97M-V/def2-TZVPD",
  "homo_lumo_gap_ev": 10.0,
  "homo_ha": -0.356,
  "smiles": "CC(C)O.CC(C)O.OCCO.OCCO.OCCO.CCO.CCO.CCO.CCO.CCO.CCO",
  "relative_energy_kcal_mol": 0.0,
  "species": ["C", "C", "C", "O", "H", "H", "H", "H", "H", "H", "H", "H", "C", "C", "C", "O", "H", "H", "H", "H", "H", "H", "H", "H", "C", "C", "O", "H", "H", "H", "H", "H", "H", "C", "C", "O", "H", "H", "H", "H", "H", "H", "C", "C", "O", "H", "H", "H", "H", "H", "H", "C", "C", "O", "H", "H", "H", "H", "H", "H", "C", "C", "O", "H", "H", "H", "H", "H", "H", "C", "C", "O", "H", "H", "H", "H", "H", "H", "C", "C", "O", "O", "H", "H", "H", "H", "H", "H", "C", "C", "O", "O", "H", "H", "H", "H", "H", "H", "C", "C", "O", "O", "H", "H", "H", "H", "H", "H"],
  "coordinates": [[2.89423, -1.72496, 2.35367], [3.67479, -2.86757, 2.94671], [3.95144, -2.73194, 4.42468], [2.93392, -4.10394, 2.76085], [1.98196, -1.63166, 2.91188], [2.63647, -1.86365, 1.30144], [3.48070, -0.78867, 2.39448], [4.57981, -2.96592, 2.31802], [4.51689, -1.81386, 4.54024], [4.55681, -3.57028, 4.83464], [3.00561, -2.68048, 4.98903], [2.21655, -4.00852, 2.15254], [5.11181, -0.40839, -2.00899], [3.92244, 0.31401, -1.44405], [4.27300, 1.54165, -0.64488], [3.06044, 0.64641, -2.60951], [5.65329, -0.87810, -1.17293], [5.77032, 0.31426, -2.43076], [4.81257, -1.14912, -2.71128], [3.35092, -0.36209, -0.78301], [3.36710, 2.20807, -0.50000], [4.99114, 2.17480, -1.22070], [4.69328, 1.36500, 0.31954], [2.45027, 1.34617, -2.43522], [-0.04482, 1.89638, -4.82654], [-0.90191, 2.26108, -3.59601], [-0.06707, 2.97097, -2.62072], [0.15758, 2.77418, -5.43817], [-0.63266, 1.16282, -5.34126], [0.86978, 1.39136, -4.50535], [-1.24988, 1.30090, -3.17220], [-1.70737, 2.87825, -3.92179], [-0.60377, 3.32902, -1.87822], [-4.18303, 1.69313, 0.09165], [-3.79615, 1.55377, 1.58301], [-2.58779, 2.21831, 1.82884], [-4.16833, 2.76532, -0.15598], [-5.19731, 1.30245, -0.19380], [-3.41655, 1.23794, -0.54207], [-3.63397, 0.47123, 1.79903], [-4.58811, 1.91286, 2.21633], [-2.35361, 2.09326, 2.75744], [0.05901, -4.90825, -1.31199], [0.71947, -4.12854, -0.20212], [-0.16750, -3.68853, 0.82124], [-0.39381, -5.82978, -0.89720], [0.76357, -5.13708, -2.06322], [-0.75891, -4.32853, -1.74074], [1.16118, -3.17511, -0.62815], [1.58648, -4.61435, 0.24663], [-0.49787, -4.52253, 1.20656], [-1.34787, -1.68762, 3.30085], [-1.13257, -1.34928, 4.75930], [0.24377, -1.02205, 5.07109], [-1.67234, -0.74875, 2.83653], [-2.08683, -2.43486, 3.12048], [-0.38839, -2.04223, 2.90823], [-1.40741, -2.24277, 5.37739], [-1.75652, -0.55735, 5.12741], [0.29508, -0.05085, 5.04925], [0.75553, -1.73411, -5.31210], [0.70516, -1.59237, -3.82996], [-0.34963, -2.41807, -3.30751], [0.99184, -2.76113, -5.60071], [1.58047, -1.10371, -5.63182], [-0.18941, -1.34961, -5.75635], [0.58487, -0.54662, -3.47817], [1.65044, -1.86334, -3.36016], [-0.55665, -1.93214, -2.48135], [0.46576, 0.39727, -0.20673], [-0.77837, -0.40370, 0.14638], [-1.40823, -0.74541, -1.12495], [1.14874, 0.62100, 0.61871], [0.17145, 1.38806, -0.56179], [1.00628, -0.10937, -1.02745], [-1.50399, 0.17264, 0.72530], [-0.40780, -1.26835, 0.59063], [-2.07718, -1.44793, -1.05173], [-4.30926, -1.43542, -2.22903], [-3.77968, -0.99585, -3.60358], [-4.78594, -0.21474, -4.35911], [-3.56254, -2.44764, -1.52033], [-5.34692, -1.75167, -2.42382], [-4.31608, -0.52414, -1.58719], [-3.58130, -1.83875, -4.30872], [-2.80978, -0.35237, -3.55350], [-5.01423, 0.54221, -3.83173], [-3.38221, -3.19947, -2.08968], [0.72953, 2.61918, 3.26114], [1.57269, 1.34715, 3.21836], [2.11922, 1.12744, 4.49781], [-0.47092, 2.30271, 4.00729], [0.40900, 2.92651, 2.26936], [1.14645, 3.45335, 3.86430], [2.28458, 1.35732, 2.40006], [0.87195, 0.53559, 2.94586], [2.26850, 0.16377, 4.48374], [-0.67394, 3.15850, 4.39913], [-2.05794, 4.88511, -0.01874], [-1.61813, 5.94840, 1.06561], [-2.00994, 5.51794, 2.37176], [-1.30040, 3.67876, 0.01922], [-1.98073, 5.44082, -1.00255], [-3.14553, 4.74227, 0.09994], [-2.10046, 6.92563, 0.81922], [-0.53726, 6.02920, 1.00331], [-1.63632, 4.60481, 2.51444], [-1.77098, 3.04428, 0.58506]],
  "forces_ev_per_a": [[0.4171, 0.7167, -0.0042], [-0.3637, -1.2934, -1.2446], [0.2508, -0.2699, 0.0831], [0.9365, -0.1035, 0.8852], [-0.6585, 0.3503, 0.3143], [0.0799, -0.2679, -0.0087], [-0.2715, -0.2835, 0.1544], [0.0806, -0.0481, 0.6621], [0.1336, 0.2407, 0.4139], [-0.4253, 0.4942, -0.4341], [0.3118, 0.0736, -0.2433], [-0.5970, 0.4524, -0.5781], [0.0979, 0.1019, 1.5808], [-1.7044, 0.0748, -0.6142], [-0.6873, 2.1029, -1.2582], [1.6731, -1.2032, 0.5709], [-0.1012, -0.0424, -0.2834], [0.5752, 0.4349, -0.7111], [-0.1568, -0.5653, -0.6075], [0.0216, 0.0584, -0.2946], [0.8024, -0.8463, -0.0525], [-0.3939, -0.4369, 0.3885], [0.3320, -0.4567, 0.6842], [-0.6025, 0.8253, 0.6013], [-0.2965, 0.3876, 1.3468], [2.0257, -0.4348, 0.6352], [-0.8062, -0.2109, -0.4522], [0.1360, -0.1640, -0.0605], [-0.2346, -0.3143, -0.8009], [0.0541, 0.2803, -0.0997], [-0.1339, 0.5032, 0.1462], [-0.8656, 0.4420, -0.0322], [0.2484, -0.5517, -0.5346], [-0.0820, 0.5856, 0.1523], [-0.6338, -1.9115, -1.1884], [0.2595, 0.4141, 0.2541], [-0.1691, -0.2282, 0.0142], [0.9929, 0.1926, 0.6272], [-0.0784, -0.1487, 0.0715], [-0.3329, 0.5024, -0.0277], [-0.3716, 0.2959, 0.3408], [0.4255, 0.0360, -0.0384], [-1.2927, -0.1830, 1.5000], [0.9954, 2.0673, -0.7446], [-0.2051, -1.1019, 0.2270], [0.3423, 0.1641, -0.2728], [0.7165, -0.3804, -0.9329], [0.2006, 0.0566, -0.0791], [-0.5598, -0.8651, 0.2927], [-0.0229, -0.5386, -0.0691], [-0.0967, 0.7026, 0.0536], [0.7697, 1.3921, 0.2037], [0.3971, -1.8065, 1.2896], [-0.7023, 0.4284, -0.3732], [0.2875, -0.3566, -0.5538], [-0.6212, -0.5414, 0.0305], [-0.3064, 0.1567, -0.2211], [0.4657, 0.6462, -0.3089], [-0.4535, 0.5211, -0.0366], [0.1138, -0.3244, 0.1428], [-0.0829, 0.6776, -0.2269], [-0.1984, 0.0178, 0.8827], [0.2164, 0.9817, 0.6714], [-0.3356, 0.0917, -0.0636], [0.0868, 0.1142, -0.4381], [0.6282, -0.5185, 0.0859], [-0.3137, -0.3467, -0.4974], [0.2957, -0.3677, -0.1093], [-0.3946, -0.5208, -0.2119], [-0.2654, 0.8999, -0.5697], [-0.0481, 1.0790, -1.9250], [0.4619, 0.2531, 0.1542], [-0.1515, -0.5471, 0.0970], [0.0419, -0.0448, -0.3292], [-0.1280, 0.1765, 0.4496], [0.2923, -0.2177, 0.3000], [-0.1329, -1.7131, 1.2304], [0.0356, 0.0380, 0.4236], [-0.2781, 0.5368, -0.3513], [1.1737, 1.1103, -1.5785], [0.9051, -1.3679, 0.8599], [-0.2273, 0.8843, -0.2834], [0.2362, -0.0651, 0.3705], [-0.0574, -0.8810, -0.1961], [-0.0193, 0.4049, 0.8491], [-1.5410, -1.2784, 0.1985], [-0.1343, 0.6112, 0.3318], [-0.0530, -0.0443, -0.2750], [-0.1821, -0.2793, 0.7447], [-1.3133, 0.7439, -0.2597], [0.2272, -1.0150, -0.4608], [-0.3641, 0.2684, -0.0594], [0.3783, 0.1823, -0.3090], [0.6718, -0.4997, -0.9344], [0.5900, 0.3299, 0.0230], [0.0661, 0.1798, 0.1547], [0.2541, 0.4089, 0.6017], [-0.4764, -0.3350, 0.4118], [-0.1376, 2.0541, -0.0664], [-0.7188, -1.3787, -0.8846], [0.5569, -0.8991, 0.1127], [-0.2396, 0.9752, -0.4421], [0.3953, -1.0285, 0.6849], [0.3473, -0.3692, 0.1652], [0.3119, -0.7830, 0.4847], [0.2699, 0.2767, -0.0080], [-0.5780, 1.3911, -0.4266], [0.0125, -0.0079, 0.1127]],
  "lowdin_charge": [-0.06, -0.47, -0.05, -0.05, 0.06, 0.08, 0.09, 0.14, 0.07, 0.09, 0.09, 0.03, -0.05, -0.47, -0.06, -0.07, 0.09, 0.07, 0.07, 0.11, 0.10, 0.09, 0.06, 0.04, -0.07, -0.27, -0.11, 0.08, 0.06, 0.06, 0.09, 0.09, 0.04, -0.06, -0.28, -0.11, 0.06, 0.10, 0.06, 0.11, 0.11, 0.09, -0.07, -0.33, -0.10, 0.09, 0.07, 0.06, 0.12, 0.10, 0.10, -0.07, -0.28, -0.10, 0.05, 0.07, 0.06, 0.12, 0.10, 0.05, -0.09, -0.33, -0.11, 0.08, 0.07, 0.08, 0.09, 0.10, 0.04, -0.04, -0.23, -0.11, 0.06, 0.06, 0.07, 0.09, 0.06, 0.05, -0.22, -0.20, -0.09, -0.08, 0.12, 0.10, 0.13, 0.12, 0.06, 0.10, -0.18, -0.27, -0.05, -0.09, 0.11, 0.14, 0.10, 0.11, 0.07, 0.08, -0.23, -0.22, -0.10, -0.10, 0.13, 0.11, 0.13, 0.11, 0.07, 0.03]
}